No. 1
{"formula": "C14H23NO2", "method": "the ωB97M-V functional and the def2-TZVPD basis", "symbols": ["C", "C", "H", "H", "H", "H", "C", "C", "H", "H", "H", "H", "O", "C", "C", "C", "H", "H", "H", "H", "C", "H", "C", "O", "H", "H", "H", "H", "H", "H", "H", "N", "C", "H", "C", "H", "H", "C", "C", "C"], "coordinates": [[-1.2736, 1.1152, -1.5941], [-1.8425, 1.5443, 0.6918], [2.9033, -0.6490, 1.6554], [1.0736, -2.8470, -1.9058], [-4.7236, -1.1955, 1.7522], [1.4949, 0.3484, 1.2966], [-2.1934, 1.0259, -0.5499], [0.1094, -1.9519, 0.4531], [-4.4963, 1.0793, 0.7659], [3.5830, 1.6637, 1.4986], [1.1192, -4.0856, -0.6311], [-5.2568, -0.0320, -0.3901], [1.5460, 2.7472, 0.1296], [2.1488, -0.9295, -0.3185], [2.4296, -0.0344, 0.8877], [2.7265, 2.1717, -0.3966], [-1.5624, 0.7379, -2.5628], [-2.5286, 1.5220, 1.5237], [-0.3284, -2.9050, 0.7469], [4.2776, 0.7915, 0.1256], [-3.9445, -1.0082, 1.0183], [2.6259, -3.3588, -1.2009], [-0.0280, 1.6753, -1.4024], [-3.3883, 0.4479, -0.8681], [-3.8241, -1.8916, 0.3964], [1.5458, -0.3875, -1.0671], [3.1044, -1.1959, -0.7796], [3.4237, 3.0051, -0.5301], [0.6474, 1.7477, -2.2422], [-3.0060, -0.8250, 1.5357], [0.0639, -1.2774, 1.3046], [1.4910, -2.1677, 0.0729], [3.3442, 1.1483, 0.5663], [2.5515, 1.7115, -1.3723], [0.3404, 2.1557, -0.1481], [-0.4919, -1.5225, -0.3641], [-0.3174, 2.5008, 1.8471], [1.5783, -3.1609, -0.9778], [-0.5912, 2.1000, 0.8831], [-4.3311, 0.1863, 0.1500]], "mulliken_charge": [-0.5613, -0.1842, 0.4589, 0.3370, 0.3870, -0.0181, 0.5295, -0.9780, 0.3069, 0.3556, 0.3457, 0.3455, -0.4872, -0.2405, -0.6035, -0.5250, 0.4141, 0.3738, 0.4464, 0.3757, -0.9416, 0.3367, -0.4901, -0.4748, 0.2814, 0.1396, 0.4777, 0.3621, 0.4682, 0.2648, 0.2696, -0.0808, -0.8040, 0.2644, 0.3353, 0.2735, 0.4370, -1.0228, -0.7373, -0.4371], "homo_energy_ev": -7.94, "homo_lumo_gap_ev": 8.9, "relative_energy_kcal_mol": 14.87, "energy_ev": -20475.38714, "smiles": "CCOc1ccc(OCCCCN(C)C)cc1"}

=====

No. 2
{"formula": "C52H55F45NO12P", "method": "the ωB97M-V functional and the def2-TZVPD basis", "symbols": ["H", "H", "H", "C", "F", "C", "H", "H", "C", "H", "H", "O", "F", "C", "C", "F", "F", "H", "C", "H", "C", "F", "O", "O", "F", "H", "O", "C", "F", "H", "C", "H", "C", "C", "H", "H", "F", "H", "C", "C", "C", "F", "C", "F", "C", "F", "F", "C", "F", "F", "C", "C", "H", "H", "C", "H", "C", "O", "F", "O", "F", "C", "O", "F", "C", "H", "H", "H", "F", "F", "C", "C", "C", "C", "H", "F", "H", "F", "F", "P", "H", "H", "F", "H", "C", "C", "H", "F", "H", "F", "H", "H", "F", "F", "O", "H", "C", "C", "C", "C", "C", "C", "H", "F", "H", "F", "F", "O", "C", "H", "F", "C", "H", "F", "C", "F", "C", "F", "C", "C", "F", "F", "H", "F", "C", "H", "C", "H", "O", "F", "H", "H", "O", "H", "C", "C", "C", "H", "C", "C", "H", "O", "H", "H", "H", "H", "F", "C", "F", "C", "F", "F", "C", "F", "H", "H", "H", "C", "H", "H", "F", "H", "F", "H", "H", "N"], "coordinates": [[5.0932, 2.1073, -6.1045], [6.5089, 7.6902, -4.6673], [2.0466, 3.8350, 2.1764], [-3.2557, -0.9734, 0.5105], [6.9688, 8.4943, -7.3150], [-7.3399, 2.4808, 7.6943], [2.5992, -6.2405, 0.5450], [5.1753, -0.8364, -1.4356], [0.8220, -2.0630, 1.0160], [0.9724, 4.2789, -7.1606], [-6.6065, -1.8785, 7.5452], [0.2451, -2.5785, 3.2780], [2.9434, -7.2797, -6.2061], [-5.3066, 0.8640, 10.5088], [7.6214, 3.8844, -4.9068], [-7.5026, 1.2070, 8.1146], [-0.0200, 1.3391, -1.3396], [1.8675, 5.1525, -0.0877], [4.2602, 0.2493, -5.4819], [4.3023, -3.5459, 2.0056], [7.3668, 5.2124, -4.1879], [7.9060, 5.0782, -2.9441], [-3.7801, 0.2414, 0.9655], [-6.2646, -3.8033, 7.8459], [3.7538, 6.5459, 0.4454], [-3.2258, 1.1870, 2.6680], [4.0211, -4.2891, 1.4594], [1.9062, -2.8418, 0.6866], [-6.5090, -7.3326, 7.8066], [4.5810, -0.1791, -6.4268], [-5.5709, 3.0735, 9.5252], [4.6954, 7.6127, -6.5492], [4.4439, -0.2242, -1.9486], [2.8959, 3.2595, 0.2647], [0.5817, 2.6743, -6.5344], [2.2816, 1.4113, -6.6805], [5.9255, 4.7246, 0.1774], [-3.6916, -0.3790, 9.7753], [-1.8835, -1.2756, 1.0229], [2.9969, 3.4731, 1.7753], [-5.2599, 1.3942, 4.1576], [-0.1659, -1.5907, -2.7325], [6.8244, 7.2462, -6.7818], [7.6211, 6.4064, -7.4723], [5.7521, 5.8018, -0.6144], [6.9529, 2.9117, -4.2474], [0.5973, -0.2006, -4.2042], [-2.4065, -3.4565, 2.1908], [-5.1130, -0.1616, 8.3888], [-1.2379, 0.2253, -3.1686], [-3.8658, 0.3629, 2.3765], [1.1069, 3.5951, -6.3283], [3.5085, -3.0638, -0.6721], [-1.9047, -3.9866, 2.9926], [-6.0363, -6.1365, 7.3916], [3.4599, -5.3492, -6.3555], [5.2787, -0.1355, -4.4215], [2.4680, 3.3789, -6.0583], [-6.6496, 0.8808, 10.5437], [8.0026, 6.2435, -4.8009], [3.2948, 2.2857, 2.3518], [-0.7216, -3.8586, -6.5362], [3.5712, 5.1152, -1.2855], [5.0894, 5.6510, -6.5408], [2.3524, -1.3905, -1.1876], [4.5964, 1.5076, -3.1808], [-4.5464, -4.3338, 1.2565], [-4.9533, -6.1021, 7.5207], [-6.3414, -5.9791, 6.0895], [1.8093, 1.0796, -2.4220], [-0.0389, -3.9470, -5.1664], [2.5190, 4.4569, -0.6164], [2.5736, -5.9849, -6.3111], [-5.2906, 0.6568, 2.8252], [-5.7589, -0.3023, 3.0116], [-5.0014, 2.2908, 7.3714], [-3.9199, -1.8081, 0.7068], [-2.1278, -4.7335, -8.1865], [-7.5216, 2.4986, 6.3561], [2.4239, -4.3711, 1.4698], [1.9277, 4.0229, -1.4208], [5.2901, -1.2122, -4.2847], [0.7106, -6.4787, -4.9180], [-2.3995, -5.2108, -6.2676], [3.2680, -1.1280, -2.3500], [-2.6717, -4.3820, 1.0365], [-1.7798, -5.6785, -0.3538], [-5.3446, -1.4600, 10.1247], [2.7069, -0.6704, -3.1492], [-5.9111, 4.2766, 7.5688], [-4.6430, 2.2783, 4.0637], [-8.0621, -2.7608, 7.9267], [-6.2929, -5.2387, 9.5022], [1.8494, -5.8296, -7.4352], [-4.7752, 2.0271, 10.0392], [-9.5653, -2.9378, 5.7770], [-7.4004, -2.7928, 5.8420], [-6.6984, -5.0364, 8.2274], [-8.6954, -3.4247, 5.3279], [2.6542, -2.4707, -0.4075], [-0.1064, -2.3739, 2.1523], [7.3070, 7.3548, -5.3297], [-3.1910, -0.8866, -0.5692], [6.0507, 5.4394, -4.0268], [0.6535, 4.0502, -5.4569], [4.0329, 2.6905, -0.1930], [-7.4910, -1.4753, 5.4929], [-0.9035, 0.8631, 0.9996], [-0.7908, -0.3016, 0.7379], [-4.7650, 0.7605, 4.8824], [-6.3466, -3.3180, 5.1813], [-1.4825, -4.8546, 0.2725], [-0.0221, -2.9276, -4.7921], [0.1872, -3.5791, -7.4926], [0.7779, 0.4188, -1.8627], [6.3966, 6.8553, -0.0578], [-5.9378, 2.9948, 8.0347], [7.1633, 3.9479, -6.1690], [5.3571, 6.8818, -7.0218], [-7.1366, -2.8095, 7.3529], [-1.5812, -2.8002, -6.4544], [1.8863, 2.3590, 0.1055], [-5.8180, 1.2067, 2.0608], [5.1317, 6.8800, -8.3533], [4.2660, 6.1449, -0.7305], [4.0704, 0.4911, -1.2344], [0.4803, -0.9659, 0.2472], [6.2530, 0.1229, -4.8169], [1.3217, -4.3219, -5.1422], [-8.7458, -3.2629, 3.9861], [8.0523, 8.1470, -5.3483], [-0.6378, -4.5254, -4.4626], [1.8630, -4.7489, 2.7629], [6.1624, 5.5985, -1.5934], [-1.5918, -5.0349, -6.9833], [1.2311, -0.6339, -0.8761], [3.0294, 2.1882, -6.5884], [-3.5298, -0.5403, 2.8745], [1.7295, -5.6208, -5.0855], [-0.0260, -0.2883, -3.0394], [-0.6687, -5.1721, 0.9132], [2.1445, -5.4214, 0.3075], [6.1047, 0.8023, -2.7152], [3.4292, 2.4144, -7.5729], [3.2746, -0.1665, -5.3001], [-4.9331, 3.9511, 9.6081], [3.9790, 4.3484, 2.0711], [4.1637, 1.7548, -5.6745], [-4.8716, 0.6785, 11.7736], [-1.5330, -2.3260, 1.7534], [-0.8498, -6.1523, -7.1135], [-8.7262, -4.7447, 5.5983], [5.1142, 0.5646, -3.0760], [2.5474, -5.7450, -4.0138], [-1.1400, -4.0563, -0.3779], [-6.2480, 1.6474, 4.4991], [3.6274, -2.0705, -2.7343], [-4.7773, -0.3164, 9.6890], [-8.0976, 3.1161, 8.1612], [4.0088, 2.2822, -4.7443], [-8.0378, -5.1465, 8.2085], [-3.3490, -3.0898, 2.5735], [4.1910, 7.1964, -1.5849], [-6.4504, 3.2647, 10.1402], [8.6897, 3.6617, -4.9136], [-3.8253, -4.7460, 0.6665]], "mulliken_charge": [0.0446, 0.3219, 0.3401, -1.0491, -0.3335, 0.0616, 0.3147, 0.6311, -0.0163, 0.2586, -0.0935, -0.5575, -0.2738, 0.7749, 0.0921, -0.1915, -0.3784, 0.2510, -0.4232, 0.3590, 0.7952, -0.3355, -0.3498, -0.3883, -0.3084, 0.1055, -0.5520, 0.3520, -0.2719, 0.4625, -0.7732, 0.2944, -0.7735, 1.1446, 0.3566, 0.5234, -0.2283, 0.2589, 0.7764, 0.0459, -1.2463, -0.1776, 0.8523, -0.2750, 1.0632, -0.1257, -0.1450, -1.5821, -0.1345, -0.2856, -0.0091, -0.8632, 0.7652, 0.4940, 0.2115, 0.2297, -1.2757, -0.1732, -0.2740, -0.3939, -0.2439, 0.8531, -0.1410, -0.1655, 0.0320, -0.0919, 0.2677, 0.2454, -0.2182, 0.0853, 0.0094, -1.1640, 0.2212, -0.5818, 0.1496, -0.2118, 0.3469, -0.2690, -0.2480, 0.9763, 0.4485, 0.4320, -0.2971, 0.2875, 0.3601, 0.7632, 0.4618, -0.2844, -1.3993, -0.3481, 0.4800, 0.3722, -0.3033, -0.2227, -0.3945, 0.3016, 0.9320, 0.7872, 0.0169, -0.5113, -0.6365, -0.6701, 0.3961, -0.2107, 0.2367, -0.2870, -0.3225, -0.6470, -0.9072, 0.3174, -0.2769, -1.0161, -0.4332, -0.2844, 0.4056, -0.2862, 0.9379, -0.2293, 0.0400, -0.2222, -0.3368, -0.1954, 0.3620, -0.2833, 0.7125, -0.0319, 0.3236, 0.5029, -0.3484, -0.2559, 0.4091, 0.4603, -0.6728, -0.5773, 0.0908, 0.4332, -0.9656, 0.1914, 0.7453, 0.7262, 0.2455, -0.4634, 0.5254, 0.3112, 0.0099, 0.3853, -0.2609, 0.3462, -0.3090, 1.4593, -0.2262, -0.2364, -0.0728, -0.2941, 0.0453, 0.4179, 1.2526, 0.1444, 0.2690, 0.0214, -0.2958, 0.3633, -0.3004, 0.3387, 0.2521, -0.7792], "homo_energy_ev": -9.49, "homo_lumo_gap_ev": 8.9, "energy_ev": -212453.38674, "smiles": "[H]/N=C(/C)CC1=C(COCCC)C(=O)c2c(c(P(=O)(O)O)cc(CCCCCCCOC)c2C(F)(F)C(F)(F)F)C1=O.FC(F)C(F)(F)COC(F)(F)C(F)F.FC(F)C(F)(F)COC(F)(F)C(F)F.FC(F)C(F)(F)COC(F)(F)C(F)F.FC(F)C(F)(F)COC(F)(F)C(F)F.FC(F)C(F)(F)COC(F)(F)C(F)F"}

=====

No. 3
{"formula": "C14H19B2F4N5O2SV", "method": "the ωB97M-V functional and the def2-TZVPD basis", "symbols": ["C", "N", "C", "H", "C", "C", "H", "H", "H", "F", "O", "F", "C", "B", "H", "C", "H", "H", "C", "N", "S", "F", "C", "H", "N", "C", "O", "B", "H", "H", "C", "V", "H", "H", "H", "H", "N", "H", "C", "F", "C", "N", "H", "H", "C", "C", "H", "H"], "coordinates": [[1.4839, -3.9158, 3.0767], [-1.1355, 0.7243, -0.4281], [1.0136, -2.4877, 1.1557], [-1.3692, 2.3782, -1.7097], [-1.3177, 0.4344, 1.0037], [-3.7618, 1.5464, -1.0150], [-1.0747, -0.6117, 1.1961], [5.8083, -1.6920, -2.7285], [-0.8175, 2.7686, -0.0774], [1.4896, 2.3583, -1.6682], [0.5985, -1.5401, -1.0302], [1.2160, 4.0261, -0.0885], [2.1772, -2.8670, 3.6834], [5.2061, -0.8489, -3.3649], [-4.7990, 1.7410, -0.7205], [-1.4870, 2.1351, -0.6536], [-3.3457, -1.1992, 0.8054], [-3.6494, 1.7752, -2.0778], [0.9088, -3.7056, 1.8422], [-2.8768, 2.4211, -0.2529], [1.9961, 0.1774, 1.1200], [2.5175, 4.4107, -1.9474], [-2.0704, -0.1174, -1.1859], [2.8188, -0.8329, 3.4951], [-3.4710, 0.1279, -0.8024], [-3.0137, 2.0878, 1.1638], [-0.5682, -3.3067, -0.3961], [1.3712, 3.7907, -1.4635], [-1.9578, 0.0985, -2.2507], [-2.3305, 2.7176, 1.7369], [-3.5926, -0.1497, 0.6303], [1.3421, 0.1462, -1.0800], [2.6260, -2.9997, 4.6624], [-4.0425, 2.2899, 1.4818], [1.3995, -4.8782, 3.5688], [-0.6429, 1.0606, 1.5823], [-2.7033, 0.6840, 1.4387], [-4.6275, 0.0332, 0.9393], [3.9071, -0.4847, -2.5583], [0.2379, 4.2276, -2.1705], [2.2893, -1.6586, 3.0355], [2.9546, -0.2122, -1.9544], [-1.8372, -1.1691, -1.0164], [4.8879, -1.2789, -4.4578], [1.7402, -1.4288, 1.7549], [0.2895, -2.4463, -0.1656], [5.8690, 0.1638, -3.4720], [0.3430, -4.4935, 1.3635]], "mulliken_charge": [-0.5077, 1.2840, 0.2997, 0.2299, -0.8688, -0.7094, 0.0440, -0.1453, 0.2488, -0.3896, -0.6722, -0.4141, -0.4086, 0.0530, 0.3480, -0.8868, 0.3952, 0.3418, -0.6569, 0.1267, -0.4554, -0.3688, -0.6750, 0.3956, -0.0073, -0.6611, -0.7856, 0.4200, 0.3049, 0.3457, -0.7060, 1.1094, 0.3341, 0.3436, 0.3497, 0.2883, 0.0476, 0.3257, 0.0342, -0.3985, -0.9295, -0.4704, 0.0574, -0.1520, 0.8081, 0.4837, -0.1452, 0.3949], "multiplicity": 2, "homo_energy_ev": [-0.60, -0.03], "homo_lumo_gap_ev": [5.2, 4.7], "relative_energy_kcal_mol": 0.00, "energy_ev": -75126.96998, "charge": -2}

=====

No. 4
{"formula": "C5H8O", "method": "the ωB97M-V functional and the def2-TZVPD basis", "symbols": ["H", "H", "C", "C", "C", "H", "H", "H", "H", "C", "H", "O", "H", "C"], "coordinates": [[-1.5534, -0.9920, 0.6788], [-1.9418, -1.1076, -1.0525], [-1.5170, -1.6354, -0.1948], [1.5786, -0.2215, 0.6712], [0.7272, 2.1577, 0.0246], [-1.4381, 1.4536, -0.1235], [-0.4740, -1.8783, -0.4106], [1.4440, 0.1116, 1.7333], [1.1864, 3.1372, -0.0036], [-0.3578, 1.4620, 0.0008], [1.1385, 0.4143, -1.3841], [2.2425, -1.1890, 0.3701], [-2.0821, -2.5491, -0.0062], [0.9161, 0.6901, -0.3410]], "mulliken_charge": [0.2047, 0.2487, -0.9207, 0.0521, -0.5849, 0.3445, 0.1894, 0.3258, 0.3190, -0.1385, 0.3005, -0.4883, 0.3003, -0.1525], "homo_energy_ev": -9.55, "homo_lumo_gap_ev": 10.5, "relative_energy_kcal_mol": 73.55, "energy_ev": -7359.06567, "smiles": "O=CC1C=C1.C"}

=====

No. 5
{"formula": "C20H18F6LaN10O5S5", "method": "the ωB97M-V functional and the def2-TZVPD basis", "symbols": ["H", "N", "O", "H", "O", "H", "F", "C", "C", "F", "C", "H", "O", "H", "N", "C", "H", "S", "C", "C", "C", "C", "C", "O", "C", "F", "O", "H", "C", "H", "N", "N", "C", "C", "H", "N", "N", "F", "H", "H", "C", "H", "H", "C", "S", "H", "C", "F", "C", "H", "N", "S", "F", "La", "C", "C", "H", "H", "C", "N", "S", "S", "H", "N", "N"], "coordinates": [[2.4967, -5.2630, 0.2245], [0.6230, -0.0382, 4.5612], [0.7789, -1.7344, 2.6291], [-4.7681, -1.9704, -2.4290], [-0.1774, 2.3667, 4.2907], [-2.8793, -2.1162, -0.9723], [-2.2398, -0.7504, 3.2706], [-0.0811, 3.0554, 0.0844], [1.2856, -4.4992, -1.2688], [3.6905, -2.0790, 3.6907], [-2.6802, 1.0440, -1.4646], [0.7646, 2.8486, 0.7605], [0.1111, 0.8496, 2.2495], [1.2093, -6.4017, -0.3025], [0.9384, -4.8429, -2.5010], [-1.8710, 2.2402, -1.0951], [2.6224, -1.9111, -0.3302], [1.1360, -1.4318, 4.0290], [1.4293, -5.3301, -0.0828], [-3.9819, 2.5419, -3.0388], [-3.1587, -1.1725, -1.3063], [-3.7215, 1.2509, -2.4495], [4.3665, 1.0224, -1.2950], [1.0293, -2.4828, 5.0068], [-2.0442, 0.5569, 3.5812], [3.1586, -0.1457, 2.8522], [2.0887, 0.4499, 0.0069], [3.9681, 1.0552, -2.3443], [-4.2010, -1.0684, -2.1904], [-5.3260, 0.2753, -3.4165], [1.7301, -2.4282, -0.0204], [0.7054, -3.6688, -3.1655], [-4.5543, 0.1504, -2.7361], [3.7888, 2.2541, 0.9958], [5.2610, 1.7326, -1.3227], [-3.8404, 4.8892, -2.9206], [1.3518, -3.1590, -1.1719], [-2.5913, 0.9109, 4.7658], [0.3386, 5.2405, -0.0591], [0.7634, -5.0533, 0.7352], [-1.3762, 4.5787, -1.2385], [-1.5235, 5.5602, -1.6817], [4.6774, 2.8503, 0.6668], [-2.2038, 3.5112, -1.6101], [-4.9519, 4.4087, -4.0403], [0.3930, -3.7261, -4.1450], [-1.2752, -2.8051, 0.6372], [3.4875, -0.4637, 5.1078], [1.0386, -2.6113, -2.3895], [2.0472, -3.0831, 0.7288], [-1.7753, -3.8726, 0.4829], [2.8529, 1.7262, -0.3936], [-2.6089, 1.2551, 2.5421], [0.0137, -0.5363, 0.3824], [-3.2841, 3.7266, -2.5700], [2.9911, -0.9660, 3.9349], [3.1052, 2.7270, 1.6859], [4.2223, 1.3523, 1.4734], [-0.2855, 4.3550, -0.3836], [-0.7475, 2.0322, -0.3001], [0.8072, -0.9542, -2.7526], [-0.1996, 1.0407, 3.7022], [4.4633, 0.0446, -0.8973], [-2.4234, -0.1385, -0.8655], [-4.9645, 2.8001, -3.9277]], "mulliken_charge": [0.3945, -0.5470, -0.4639, 0.4461, -0.6327, 0.3950, -0.1856, -0.4159, 1.1571, -0.2167, -0.5772, 0.7889, -0.2118, 0.3311, -0.7887, -0.1661, 0.2033, 0.8931, -1.4916, 0.5590, -0.1255, 0.2755, -0.9936, -0.5723, 0.5679, -0.1634, -0.1264, 0.3509, -1.0893, 0.6307, -0.7544, 0.1973, -0.7791, -0.8993, 0.4175, -0.5924, 0.4384, -0.2014, 0.3750, 0.3240, -0.7749, 0.5039, 0.4700, 0.5412, 0.1774, 0.1995, -0.1786, -0.2115, 0.2058, 0.3091, -0.6989, 0.5478, -0.2070, 1.4608, 0.8136, 0.5942, 0.3101, 0.2516, -1.4447, 0.6589, -0.3619, 1.0726, 0.2876, 0.3264, -0.6039], "homo_energy_ev": -11.51, "homo_lumo_gap_ev": 8.0, "relative_energy_kcal_mol": 23.88, "energy_ev": -117506.83438, "charge": 1}

=====

Let's list F_max in order: 0.6, 0.8, 3.0, 0.9, 3.6 eV Å⁻¹.